No. 1
Below is a single C2HCl2O2P molecule, with properties calculated with the ωB97M-V functional and the def2-TZVPD basis.

Last column: natural (NBO) charge in e.
Cartesian coordinates (Å):
C1 1.718 0.359 -0.086  -0.618
C2 0.407 -0.215 0.369  0.094
O1 0.451 -1.551 0.037  -0.200
O2 1.860 -2.005 -0.014  -0.510
P1 2.910 -0.795 -0.183  1.105
Cl1 1.890 2.068 0.029  0.060
Cl2 0.124 -0.120 2.215  -0.146
H1 -0.433 0.184 0.011  0.216

Values from the calculation:
SMILES: ClC1=POO[C@H]1Cl
Orbital gap, eV: 8.81
Energy, Eh: -1488.90741
LUMO, eV: -0.7
Energy relative to the best compared isomer or geometry (same formula, charge and spin), kcal/mol: 77.01



No. 2
Below is 9 unconnected molecules or ions with the total composition C27H78N12O9, with properties calculated with the ωB97M-V functional and the def2-TZVPD basis.

Last column: Löwdin charge in e.
Cartesian coordinates (Å):
C1 -1.488 -6.791 2.019  -0.827
O1 -1.552 -5.914 1.155  0.006
N1 -1.896 -6.566 3.221  0.161
N2 -0.929 -7.919 1.916  0.176
H1 -2.339 -5.667 3.352  0.123
H2 -1.923 -7.317 3.897  0.112
H3 -1.229 -8.581 2.618  0.117
H4 -0.448 -8.185 1.069  0.134
C2 -0.108 -0.481 1.286  -0.736
O2 0.141 0.724 1.098  -0.014
N3 0.421 -1.310 2.159  0.163
N4 -0.893 -1.108 0.416  0.149
H5 0.119 -2.262 2.309  0.109
H6 1.170 -0.964 2.741  0.119
H7 -1.151 -2.014 0.780  0.096
H8 -1.369 -0.667 -0.358  0.114
C3 4.455 2.549 4.388  -0.826
O3 4.340 1.370 4.215  0.053
N5 5.299 3.090 5.215  0.149
N6 3.665 3.464 3.926  0.163
H9 5.091 4.034 5.510  0.100
H10 5.722 2.523 5.935  0.118
H11 3.003 3.034 3.296  0.129
H12 3.754 4.429 4.209  0.114
C4 2.464 -5.725 7.774  -0.077
C5 3.544 -4.966 6.977  -0.380
C6 3.672 -5.511 5.538  -0.231
O4 4.049 -6.864 5.533  -0.174
C7 4.252 -7.362 4.237  -0.121
N7 3.000 -3.541 7.051  0.021
H13 2.806 -6.751 7.905  0.069
H14 1.438 -5.747 7.407  0.079
H15 2.350 -5.330 8.783  0.066
H16 4.574 -4.943 7.335  0.133
H17 4.368 -4.909 4.954  0.120
H18 2.724 -5.343 5.026  0.123
H19 5.150 -6.921 3.804  0.085
H20 3.441 -7.256 3.516  0.087
H21 4.503 -8.419 4.323  0.088
H22 3.718 -3.085 6.508  0.055
H23 3.113 -3.262 8.015  0.058
C8 -3.019 -1.927 8.623  -0.066
C9 -2.863 -2.110 7.130  -0.485
C10 -4.108 -1.895 6.305  -0.235
O5 -3.916 -2.385 4.992  -0.191
C11 -4.988 -2.100 4.042  -0.068
N8 -1.898 -1.121 6.692  0.040
H24 -3.825 -2.564 8.988  0.073
H25 -3.220 -0.905 8.944  0.082
H26 -2.103 -2.221 9.136  0.076
H27 -2.457 -3.092 6.886  0.135
H28 -4.371 -0.851 6.474  0.136
H29 -4.867 -2.514 6.784  0.122
H30 -5.813 -1.626 4.573  0.077
H31 -5.292 -3.007 3.520  0.084
H32 -4.754 -1.276 3.369  0.081
H33 -1.077 -1.632 6.984  0.073
H34 -1.976 -1.176 5.686  0.064
C12 -3.091 11.463 -0.531  -0.048
C13 -1.849 10.605 -0.893  -0.458
C14 -2.111 9.338 -1.706  -0.174
O6 -2.856 8.316 -0.955  -0.203
C15 -2.103 7.778 0.215  -0.069
N9 -0.989 11.491 -1.608  0.009
H35 -2.826 12.304 0.110  0.071
H36 -3.813 10.834 -0.010  0.070
H37 -3.585 11.831 -1.430  0.078
H38 -1.277 10.331 -0.007  0.112
H39 -1.211 8.852 -2.083  0.114
H40 -2.622 9.502 -2.655  0.124
H41 -1.666 6.789 0.083  0.077
H42 -2.948 7.753 0.902  0.085
H43 -1.327 8.410 0.646  0.067
H44 -0.550 12.224 -1.071  0.076
H45 -0.238 11.005 -2.077  0.068
C16 -4.094 -2.664 -3.624  -0.088
C17 -5.139 -1.755 -3.053  -0.422
C18 -5.038 -0.278 -3.639  -0.166
O7 -3.754 0.334 -3.414  -0.190
C19 -3.787 1.699 -3.595  -0.149
N10 -6.419 -2.409 -3.333  0.021
H46 -3.061 -2.466 -3.337  0.075
H47 -4.201 -2.715 -4.707  0.084
H48 -4.252 -3.643 -3.171  0.075
H49 -5.004 -1.630 -1.979  0.135
H50 -5.790 0.321 -3.126  0.116
H51 -5.298 -0.284 -4.698  0.120
H52 -3.964 2.223 -2.656  0.084
H53 -4.527 2.028 -4.325  0.091
H54 -2.764 2.042 -3.752  0.086
H55 -6.431 -3.331 -2.920  0.065
H56 -6.471 -2.650 -4.313  0.063
C20 5.901 -1.020 -1.849  -0.047
C21 5.002 -0.724 -3.071  -0.453
C22 5.591 -0.761 -4.490  -0.206
O8 6.648 0.168 -4.639  -0.206
C23 6.152 1.494 -4.971  -0.082
N11 3.910 -1.661 -3.066  0.020
H57 6.723 -0.311 -1.949  0.073
H58 6.231 -2.049 -1.707  0.077
H59 5.335 -0.784 -0.948  0.072
H60 4.575 0.255 -2.851  0.123
H61 4.872 -0.563 -5.285  0.115
H62 6.006 -1.735 -4.750  0.128
H63 5.388 1.908 -4.313  0.084
H64 5.814 1.373 -5.999  0.079
H65 7.032 2.124 -5.103  0.084
H66 3.521 -1.609 -2.135  0.068
H67 3.191 -1.230 -3.629  0.069
C24 -0.883 -0.507 -8.597  -0.068
C25 0.190 0.341 -7.944  -0.452
C26 0.249 1.811 -8.510  -0.153
O9 0.596 1.912 -9.913  -0.187
C27 1.163 3.113 -10.365  -0.141
N12 0.174 0.312 -6.507  0.028
H68 -0.925 -1.519 -8.195  0.076
H69 -0.781 -0.424 -9.679  0.076
H70 -1.851 -0.038 -8.424  0.074
H71 1.155 -0.109 -8.175  0.130
H72 1.020 2.318 -7.930  0.116
H73 -0.707 2.320 -8.388  0.121
H74 0.498 3.974 -10.428  0.079
H75 1.318 3.059 -11.443  0.082
H76 2.122 3.433 -9.956  0.086
H77 -0.554 0.919 -6.157  0.064
H78 -0.099 -0.575 -6.109  0.071

Values from the calculation:
SMILES: COC[C@H](C)N.COC[C@H](C)N.COC[C@H](C)N.COC[C@H](C)N.COC[C@H](C)N.COC[C@H](C)N.NC(N)=O.NC(N)=O.NC(N)=O
Orbital gap, eV: 9.26
Energy, Eh: -2409.55304
LUMO, eV: 0.2
Energy relative to the best compared isomer or geometry (same formula, charge and spin), kcal/mol: 123.46



No. 3
Below is 2 unconnected molecules or ions with the total composition C3H5N2P, with properties calculated with the ωB97M-V functional and the def2-TZVPD basis.

Last column: natural (NBO) charge in e.
Cartesian coordinates (Å):
C1 -1.821 -0.483 -0.921  -0.092
C2 -0.493 -0.410 -0.745  -0.123
C3 2.088 0.288 0.818  -0.187
N1 -2.481 0.318 0.010  -0.860
N2 -0.192 0.528 0.257  -0.796
P1 -1.529 1.157 0.951  1.045
H1 -2.342 -1.254 -1.448  0.207
H2 0.385 -0.741 -1.421  0.197
H3 2.228 1.276 0.956  0.192
H4 2.076 -0.341 1.679  0.191
H5 2.081 -0.337 -0.135  0.224

Values from the calculation:
Orbital gap (alpha / beta), eV: 6.74 / 6.68
Energy, Eh: -568.03341
LUMO (alpha / beta), eV: -1.6 / -1.7
Energy relative to the best compared isomer or geometry (same formula, charge and spin), kcal/mol: 77.18